Record 1
Here is 2 unconnected molecules or ions with the total composition C4H10N2O from OMol25. Energies are from ωB97M-V/def2-TZVPD.

```
! RIJCOSX wB97M-V def2-TZVPD def2/J DEFGRID3
* xyz 0 1
C 1.445 -1.930 0.926
N 0.411 -0.988 0.398
C 0.723 -0.374 -0.657
N 1.997 -0.365 -1.327
H 1.845 -2.525 0.113
H 0.952 -2.582 1.645
H 2.186 -1.323 1.443
H -0.020 0.289 -1.094
H 1.793 -0.410 -2.327
H 2.356 0.593 -1.229
C -2.457 0.993 0.092
C -1.316 1.859 0.563
O -0.637 2.539 -0.159
H -2.626 1.178 -0.966
H -3.336 1.267 0.675
H -2.216 -0.055 0.266
H -1.097 1.835 1.638
*
```

Output
SMILES: C/N=C\N.CC=O
Energy relative to the best compared isomer or geometry (same formula, charge and spin): 54.68 kcal/mol

Mulliken population analysis, charges in e, atoms 1 to 4:
1. C -0.78
2. N -0.29
3. C 0.00
4. N -0.64

***

Record 2
Here is 7 unconnected molecules or ions with the total composition C27H43F3N3O8S from OMol25. Energies are from ωB97M-V/def2-TZVPD.

```
! RIJCOSX wB97M-V def2-TZVPD def2/J DEFGRID3
* xyz 1 1
C 0.144 1.605 2.811
N 0.430 0.684 1.684
C 0.435 1.224 0.462
C 0.653 0.491 -0.643
C 0.883 -0.865 -0.484
C 1.109 -1.617 -1.790
O 0.176 -2.125 -2.314
O 2.339 -1.562 -2.360
N 3.388 -2.172 -1.606
C 0.868 -1.449 0.769
C 1.115 -2.927 0.994
F 0.852 -3.653 -0.088
F 0.379 -3.407 1.992
F 2.413 -3.125 1.310
C 0.636 -0.618 1.858
N 0.572 -1.055 3.205
C 1.665 -1.306 3.720
S 2.916 -1.594 4.563
H 0.720 2.501 2.625
H -0.909 1.858 2.778
H 0.467 1.203 3.755
H 0.242 2.278 0.379
H 0.647 0.899 -1.638
H 3.121 -3.112 -1.341
H 3.566 -1.636 -0.764
C -1.620 3.008 -4.750
C -1.523 1.840 -3.807
O -0.545 1.683 -3.101
C -2.680 0.881 -3.775
H -0.722 3.617 -4.674
H -1.721 2.650 -5.775
H -2.488 3.619 -4.499
H -2.826 0.434 -4.757
H -3.591 1.406 -3.484
H -2.485 0.088 -3.058
C 6.527 -1.897 2.271
C 6.858 -0.594 2.954
O 6.569 0.470 2.454
C 7.560 -0.673 4.288
H 6.033 -1.694 1.326
H 7.436 -2.463 2.072
H 5.862 -2.494 2.901
H 8.517 -1.185 4.178
H 6.944 -1.219 5.006
H 7.737 0.331 4.665
C -5.233 -2.831 -5.996
C -5.522 -1.760 -4.975
O -4.673 -1.378 -4.201
C -6.918 -1.188 -4.961
H -4.200 -3.156 -5.900
H -5.892 -3.686 -5.838
H -5.392 -2.441 -7.003
H -7.644 -1.977 -4.762
H -7.145 -0.732 -5.926
H -6.993 -0.432 -4.184
C 7.785 -4.472 -3.626
C 6.525 -3.807 -3.131
O 6.356 -3.568 -1.956
C 5.487 -3.453 -4.166
H 8.445 -4.673 -2.785
H 7.541 -5.414 -4.119
H 8.298 -3.821 -4.334
H 5.151 -4.356 -4.679
H 5.909 -2.760 -4.895
H 4.638 -2.983 -3.678
C -2.654 2.967 5.989
C -2.338 4.036 4.975
O -2.203 3.774 3.797
C -2.203 5.445 5.486
H -2.727 2.001 5.494
H -1.867 2.924 6.744
H -3.605 3.187 6.476
H -1.397 5.501 6.220
H -3.136 5.760 5.957
H -1.979 6.114 4.659
C -4.976 2.278 2.689
C -6.217 3.038 3.094
O -6.417 3.334 4.248
C -7.186 3.410 1.999
H -4.377 2.085 3.574
H -5.249 1.328 2.226
H -4.389 2.872 1.987
H -7.555 2.510 1.504
H -6.692 4.046 1.262
H -8.026 3.950 2.427
*
```

Mulliken population analysis, charges in e, atoms 1 to 4:
1. C -1.24
2. N 0.16
3. C -0.59
4. C -0.83

***

Record 3
Here is 3 unconnected molecules or ions with the total composition C5H18N2O3 from OMol25. Energies are from ωB97M-V/def2-TZVPD.

```
! RIJCOSX wB97M-V def2-TZVPD def2/J DEFGRID3
* xyz 0 1
C -0.854 1.420 2.118
N -0.321 0.352 1.140
C -0.138 1.001 -0.318
C 0.892 0.166 -1.079
C 2.360 0.388 -0.701
O 2.854 -0.320 0.417
N 0.641 0.455 -2.456
C -0.501 -0.223 -3.098
H 0.051 2.078 2.373
H -1.537 1.052 2.878
H -1.563 2.019 1.331
H -1.043 -0.369 1.205
H 0.235 1.941 -0.099
H -1.093 1.141 -0.605
H 0.859 -0.875 -0.828
H 2.877 -0.119 -1.574
H 2.520 1.417 -0.460
H 2.157 -0.529 1.095
H 1.272 0.605 -3.126
H -1.098 -0.765 -2.324
H -0.008 -0.955 -3.784
H -1.108 0.593 -3.508
O -3.026 -1.606 0.395
H -3.590 -2.098 0.974
H -2.431 -1.344 1.137
O 0.562 -1.669 3.288
H 0.235 -2.510 3.187
H 0.797 -1.245 2.423
*
```

Output
SMILES: CNC[C@H](CO)NC.O.O
Energy relative to the best compared isomer or geometry (same formula, charge and spin): 86.09 kcal/mol

Mulliken population analysis, charges in e, atoms 1 to 4:
1. C -0.80
2. N 0.03
3. C -1.07
4. C 0.22

***

Record 4
Here is 2 unconnected molecules or ions with the total composition C6H9NO from OMol25. Energies are from ωB97M-V/def2-TZVPD.

```
! RIJCOSX wB97M-V def2-TZVPD def2/J DEFGRID3
* xyz 0 1
C -1.355 -0.205 2.213
C -1.566 0.139 0.951
C -0.547 0.457 -0.030
C -0.559 0.437 -1.398
C 0.732 0.784 -1.867
C 1.513 0.987 -0.758
N 0.765 0.716 0.355
H -0.373 -0.300 2.648
H -2.173 -0.436 2.884
H -2.571 0.219 0.540
H -1.433 0.228 -1.992
H 1.140 0.796 -2.869
H 2.477 1.453 -0.697
H 0.988 1.162 1.230
O 0.789 -2.458 0.081
H 0.770 -2.445 1.038
H 0.784 -1.548 -0.234
*
```

Output
SMILES: C=Cc1ccc[nH]1.O
Energy relative to the best compared isomer or geometry (same formula, charge and spin): 20.18 kcal/mol

Mulliken population analysis, charges in e, atoms 1 to 4:
1. C -0.90
2. C -0.20
3. C 0.18
4. C -0.45

***

Record 5
Here is 2 unconnected molecules or ions with the total composition C3H2ClN3O2 from OMol25. Energies are from ωB97M-V/def2-TZVPD.

```
! RIJCOSX wB97M-V def2-TZVPD def2/J DEFGRID3
* xyz 0 1
C -0.371 -1.279 0.077
C -2.044 0.277 -0.071
C -4.278 1.290 -0.013
N 0.402 -0.328 -0.327
N 0.129 0.788 -0.602
N -3.387 0.493 0.101
O -1.680 -0.923 0.212
O -5.278 1.862 -0.033
Cl 2.197 2.837 0.114
H -0.082 -2.278 0.319
H 1.225 2.045 -0.273
*
```

Output
Energy relative to the best compared isomer or geometry (same formula, charge and spin): 96.39 kcal/mol

Mulliken population analysis, charges in e, atoms 1 to 4:
1. C -0.03
2. C -0.09
3. C 0.60
4. N 0.31

***

Record 6
Here is C2H4F2S in the gas phase from OMol25. Energies are from ωB97M-V/def2-TZVPD.

```
! RIJCOSX wB97M-V def2-TZVPD def2/J DEFGRID3
* xyz 0 1
C -0.930 0.287 -0.178
C 0.595 0.363 -0.023
F 1.087 1.432 0.610
F 1.177 0.245 -1.291
S 1.178 -1.141 1.090
H -1.224 0.143 -1.218
H -1.207 -0.498 0.545
H -1.246 1.250 0.170
H 0.570 -2.081 0.296
*
```

Output
SMILES: CC(F)(F)S
Energy relative to the best compared isomer or geometry (same formula, charge and spin): 12.25 kcal/mol

Mulliken population analysis, charges in e, atoms 1 to 4:
1. C -1.02
2. C 0.71
3. F -0.24
4. F -0.25

***

Here are the calculated gap between HOMO and LUMO numbers, same order: 10.63; 7.13; 8.88; 9.03; 8.24; 10.51 (eV).
Here are the calculated HOMO numbers, same order: -9.718; -11.145; -8.548; -8.217; -9.020; -9.744 (eV).
Here are the calculated electronic energy numbers, same order: -343.11432; -2518.28048; -536.39984; -363.99208; -890.29618; -676.50582 (Eh).